# 1
# C12H26O10Zn

A structure of composition C12H26O10Zn (ωB97M-V with the def2-TZVPD basis set, OMol25).

Output
**Frontier orbital gap (alpha / beta)**: 2.09 / 7.43 eV
**Spin multiplicity**: 2
**Charge**: -1
**HOMO level (alpha / beta)**: 0.757 / -4.625 eV

The geometry in XYZ format:
```
49
C12H26O10Zn | OMol25 | ωB97M-V with the def2-TZVPD basis set
Zn 0.131 0.467 -0.064
O 0.476 1.955 -1.242
H 0.686 2.740 -1.785
O -0.394 -0.836 1.263
H -0.495 -1.453 2.014
C -3.599 -1.194 0.871
O -3.926 -0.147 -0.095
C -3.100 0.726 -0.614
O -1.912 0.877 -0.349
O -3.817 1.488 -1.565
C -3.172 2.556 -2.272
H -4.334 -1.998 0.913
H -3.693 -0.740 1.858
H -2.550 -1.453 0.725
H -2.192 2.247 -2.636
H -3.015 3.398 -1.598
H -3.730 2.898 -3.144
C 0.804 1.128 4.258
O 1.101 2.367 3.718
C 1.007 2.561 2.366
O 0.607 1.768 1.548
O 1.047 3.889 2.119
C 0.819 4.390 0.817
H -0.185 0.782 3.956
H 0.682 1.355 5.317
H 1.563 0.350 4.172
H 1.495 3.890 0.124
H 0.968 5.466 0.898
H -0.170 4.152 0.425
C 2.676 -2.347 1.039
C 2.954 -1.307 0.035
O 2.375 -0.242 0.079
C 4.047 -1.541 -0.979
H 2.232 -3.308 0.779
H 2.101 -1.788 1.778
H 3.609 -2.434 1.596
H 4.551 -0.591 -1.155
H 3.648 -1.903 -1.926
H 4.708 -2.363 -0.707
C 0.694 -2.767 -2.867
C -0.238 -2.050 -1.930
O 0.024 -0.944 -1.634
C -1.577 -2.698 -1.707
H 0.230 -3.115 -3.790
H 1.200 -3.622 -2.420
H 1.382 -1.969 -3.146
H -1.954 -2.981 -2.690
H -2.341 -2.068 -1.252
H -1.426 -3.592 -1.102
```

# 2
# C12H27B3ClN3O6

A structure of composition C12H27B3ClN3O6 (ωB97M-V with the def2-TZVPD basis set, OMol25).

Output
**Frontier orbital gap**: 9.23 eV
**Charge**: 0
**HOMO level**: -8.876 eV

The geometry in XYZ format:
```
52
C12H27B3ClN3O6 | OMol25 | ωB97M-V with the def2-TZVPD basis set
N 0.000 4.472 4.336
C 0.275 5.192 3.105
C 0.183 4.393 1.812
C -1.200 3.839 1.534
C -1.250 3.078 0.203
B -0.560 1.690 0.316
O -0.763 0.824 1.376
B 0.152 -0.196 1.500
O 1.444 -0.002 1.047
B 1.552 0.934 0.044
C 2.901 1.689 -0.285
C 3.740 1.074 -1.354
O 4.665 1.570 -1.904
Cl 3.219 -0.575 -1.807
O 0.391 1.264 -0.626
H -0.958 4.159 4.369
H 0.606 3.673 4.452
H -0.458 5.993 3.033
H 1.251 5.661 3.172
H 0.929 3.592 1.797
H 0.439 5.061 0.988
H -1.516 3.185 2.341
H -1.904 4.667 1.488
H -2.270 3.001 -0.163
H -0.694 3.647 -0.539
H -0.160 -1.231 1.988
H 3.522 1.769 0.602
H 2.663 2.686 -0.643
C -4.115 -1.111 -1.456
O -4.223 0.052 -1.114
N -2.961 -1.689 -1.826
C -2.877 -3.081 -2.225
C -1.764 -0.868 -1.813
H -4.977 -1.800 -1.491
H -2.198 -3.626 -1.569
H -2.513 -3.161 -3.252
H -3.866 -3.531 -2.172
H -1.593 -0.491 -0.808
H -1.885 -0.014 -2.481
H -0.910 -1.462 -2.124
C 0.444 -3.497 -1.155
O -0.566 -3.311 -0.501
N 1.377 -4.418 -0.870
C 2.564 -4.597 -1.684
C 1.182 -5.257 0.302
H 0.678 -2.905 -2.057
H 2.598 -5.611 -2.087
H 3.462 -4.422 -1.089
H 2.551 -3.893 -2.513
H 0.257 -5.826 0.213
H 1.116 -4.645 1.201
H 2.021 -5.942 0.391
```

# 3
# C12H27Cl2GdO2P2

A structure of composition C12H27Cl2GdO2P2 (ωB97M-V with the def2-TZVPD basis set, OMol25).

Output
**Frontier orbital gap (alpha / beta)**: 5.95 / 9.33 eV
**Spin multiplicity**: 8
**Charge**: +2
**Energy above the lowest of the compared OMol25 structures with the same formula, charge and spin**: 8.4 kcal/mol
**HOMO level (alpha / beta)**: -15.764 / -16.211 eV

The geometry in XYZ format:
```
46
C12H27Cl2GdO2P2 | OMol25 | ωB97M-V with the def2-TZVPD basis set
C 0.616 6.044 -2.130
C 0.277 4.692 -1.598
H 1.382 6.517 -1.507
H -0.275 6.683 -2.168
H 0.988 5.945 -3.158
O 0.771 4.100 -0.644
Cl -0.991 3.888 -2.554
Gd 0.344 0.949 -0.536
P 2.427 -0.679 -1.813
C 4.077 -1.308 -1.324
C 1.966 -1.904 -3.094
H 2.017 1.169 -3.360
H 3.600 0.450 -3.671
H 3.398 1.518 -2.281
C 2.902 0.740 -2.874
H 1.029 -1.596 -3.567
H 2.721 -2.018 -3.886
H 4.766 -1.488 -2.170
H 3.983 -2.263 -0.789
H 1.818 -2.889 -2.636
H 4.580 -0.592 -0.660
C 2.133 -0.753 1.368
O 2.816 -1.189 2.181
Cl -0.979 0.391 -2.564
C -4.130 -1.555 0.504
C -3.349 -0.734 1.528
P -1.553 -0.588 1.087
C -0.976 0.546 2.431
C -1.391 0.240 3.877
C -1.028 -2.358 1.317
C -1.524 -3.154 2.529
H -3.989 -1.155 -0.503
H -5.209 -1.572 0.686
H -3.806 -2.598 0.477
H -3.773 0.280 1.554
H -3.530 -1.118 2.546
H 0.120 0.655 2.343
H -1.433 1.517 2.159
H -0.970 -0.695 4.270
H -1.053 1.055 4.538
H -2.484 0.201 3.970
H -1.400 -2.849 0.397
H 0.070 -2.382 1.240
H -2.622 -3.180 2.558
H -1.184 -4.198 2.442
H -1.154 -2.767 3.488
```

# 4
# C12H27Cl2N2PPb

A structure of composition C12H27Cl2N2PPb (ωB97M-V with the def2-TZVPD basis set, OMol25).

Output
**Frontier orbital gap**: 8.81 eV
**Charge**: 0
**HOMO level**: -8.389 eV

The geometry in XYZ format:
```
45
C12H27Cl2N2PPb | OMol25 | ωB97M-V with the def2-TZVPD basis set
Pb -0.878 -0.231 -1.952
Cl 0.952 -1.998 -1.735
Cl -2.877 -1.717 -2.482
H 0.578 2.679 -0.084
H 0.594 3.014 0.595
P 0.024 0.060 -5.346
C 1.655 -0.508 -6.079
C -1.100 -0.853 -6.521
C 0.070 1.813 -6.109
C 2.192 -1.642 -5.197
H 2.307 0.379 -5.984
C 1.689 -0.963 -7.536
H 1.137 -1.889 -7.697
H 2.729 -1.167 -7.819
H 1.269 -0.253 -8.243
H 1.951 -1.519 -4.133
H 3.284 -1.701 -5.311
H 1.777 -2.613 -5.505
H 1.090 2.149 -5.830
C -0.973 2.700 -5.392
C -0.029 1.856 -7.639
H 0.936 1.618 -8.107
H -0.336 2.866 -7.950
H -0.775 1.157 -8.036
H -0.795 2.678 -4.299
H -2.002 2.352 -5.610
H -0.843 3.734 -5.764
C -1.055 -2.358 -6.230
H -0.680 -0.682 -7.528
C -2.533 -0.322 -6.489
H -0.135 -2.820 -6.598
H -1.899 -2.834 -6.744
H -1.151 -2.609 -5.164
H -2.927 -0.169 -5.475
H -3.179 -1.065 -6.975
H -2.613 0.619 -7.043
N -0.847 0.016 2.779
C -0.791 -1.346 2.489
C -0.608 -1.424 1.148
N -0.666 -0.146 0.594
C -0.761 0.709 1.611
H -0.978 0.400 3.710
H -0.802 -2.148 3.208
H -0.454 -2.257 0.492
H -0.668 1.779 1.601
```

# 5
# C12H27Cl6N

A cluster of 4 separate species, C12H27Cl6N in total (ωB97M-V with the def2-TZVPD basis set, OMol25).

Output
**SMILES**: CCN(CC)CC.ClCCCl.ClCCCl.ClCCCl
**Frontier orbital gap**: 8.96 eV
**Charge**: 0
**Energy above the lowest of the compared OMol25 structures with the same formula, charge and spin**: 148.1 kcal/mol
**HOMO level**: -8.491 eV

The geometry in XYZ format:
```
46
C12H27Cl6N | OMol25 | ωB97M-V with the def2-TZVPD basis set
C -3.102 0.496 0.471
C -2.787 -0.804 -0.277
N -1.733 -1.700 0.117
C -1.630 -2.141 1.401
C -2.805 -2.681 1.947
C -1.491 -2.776 -0.796
C 0.067 -3.031 -1.088
H -3.785 0.371 1.155
H -3.446 1.336 -0.110
H -2.101 0.732 0.707
H -2.601 -0.454 -1.348
H -3.863 -1.336 -0.427
H -1.617 -1.186 1.892
H -0.582 -2.608 1.776
H -3.868 -2.406 1.864
H -2.828 -2.491 3.045
H -2.820 -3.742 1.864
H -2.001 -2.437 -1.744
H -2.224 -3.583 -0.469
H 0.679 -3.265 -0.171
H 0.582 -2.104 -1.334
H 0.133 -3.718 -1.919
Cl 4.959 4.334 -2.238
C 3.202 4.615 -2.789
C 2.608 5.687 -2.052
Cl 1.008 6.166 -2.855
H 2.704 3.784 -2.685
H 3.198 4.874 -3.866
H 3.113 6.644 -1.886
H 2.274 5.461 -1.300
Cl 2.635 -2.759 2.624
C 2.280 -1.316 3.571
C 1.934 -0.165 2.624
Cl 3.071 0.265 1.477
H 3.272 -1.041 4.082
H 1.432 -1.336 4.280
H 1.669 0.663 3.325
H 0.853 -0.358 2.104
Cl -0.142 -0.013 -3.373
C -0.045 0.002 -1.577
C 0.817 1.041 -0.947
Cl 2.557 0.837 -1.429
H 0.182 -0.978 -1.283
H -1.015 0.023 -1.115
H 0.611 1.026 0.150
H 0.645 2.069 -1.397
```

Question: Among the records above, which one has the highest charge?
Answer: C12H27Cl2GdO2P2

Question: Which of these has the highest charge?
Answer: C12H27Cl2GdO2P2